Entry 1:
Computed, not measured: 15 unconnected molecules or ions with the total composition H29O15 at a distorted geometry, with ωB97M-V with the def2-TZVPD basis set.

Max |F|   10.93 eV/Å
E_HOMO   -6.687 eV
Net charge   -1
Electronic energy   -1145.89031 Ha
ΔE to the lowest compared entry with this formula, charge and spin   114.3 kcal per mole
LUMO energy   2.395 eV

Atoms and positions in Å:
O 0.28395 3.23367 -0.36090
H -0.35666 2.77701 -0.74400
H 2.91050 2.92518 -2.28020
O 0.59102 -0.04854 -0.22415
H 0.23812 -0.93819 0.08685
H 0.17110 0.73825 0.45287
O 2.76217 2.09537 -1.60722
H 1.24880 -0.10192 -2.44220
H 0.10694 3.64410 3.74863
O 0.79336 -3.38083 -4.29318
H 4.14681 1.66740 -0.35287
H 1.50281 -2.77472 -4.41966
O 0.46190 -3.67101 2.48621
H 1.23172 -4.06343 2.26908
H -1.87574 -3.40361 -1.81388
O -2.99408 -2.57145 -2.85338
H -1.93835 1.39625 -0.54974
H -3.04338 -2.02638 -3.67931
O 1.24100 0.13417 -3.33733
H 0.58600 -2.69731 2.50605
H 0.93236 1.00522 -3.50305
O -2.36662 2.41710 2.73135
H -2.06131 1.95947 2.00803
H 0.70064 2.52965 0.34837
O 4.14108 1.85002 0.71457
H 3.20775 1.81575 1.02141
H 1.87887 1.77518 -1.54235
O -2.07747 0.49482 -0.71469
H 0.33271 -3.30573 -3.40447
O 2.90633 -1.78262 2.61687
H 2.85964 -0.76217 2.55387
H -1.46984 -0.14356 -0.84925
O -4.32768 -0.29723 1.42419
H -3.64702 0.23809 1.02163
H -4.01577 -0.81500 2.18507
O -0.96300 -3.52637 -1.40002
H -0.99292 -4.09650 -0.69963
H -1.74237 2.78210 3.33163
O -0.17631 2.86332 4.14711
H -2.96737 -1.74429 -2.19304
H 2.69636 -1.83441 1.59843
O -0.21427 1.57676 1.44681
H -0.02769 2.06908 3.66672
H -0.67409 1.99729 0.89882

=====

Entry 2:
Computed, not measured: a single H2INS molecule at a distorted geometry, with ωB97M-V with the def2-TZVPD basis set.

Max |F|   3.43 eV/Å
E_HOMO (alpha / beta)   -7.801 / -7.802 eV
Net charge   0
Electronic energy   -751.71376 Ha
ΔE to the lowest compared entry with this formula, charge and spin   71.5 kcal per mole
LUMO energy (alpha / beta)   -0.725 / -0.725 eV

Atoms and positions in Å:
N 0.73433 -1.36939 0.70884
S 0.27967 0.12448 0.86953
I -1.00534 0.96992 -1.17900
H -0.08860 -1.85274 0.62112
H 0.07993 2.12772 -1.02049

=====

Entry 3:
Computed, not measured: a molecular structure, H2IOZn at a distorted geometry, with ωB97M-V with the def2-TZVPD basis set.

Max |F|   1.67 eV/Å
E_HOMO   -14.464 eV
Net charge   +1
Electronic energy   -2153.12914 Ha
ΔE to the lowest compared entry with this formula, charge and spin   2.2 kcal per mole
LUMO energy   -8.838 eV

Atoms and positions in Å:
Zn 0.57145 -2.50792 -2.07412
I 1.53854 -0.45092 -0.89883
O -0.85689 1.09162 1.33045
H -1.31417 0.99102 0.49179
H 0.06108 0.87621 1.15070

=====

Entry 4:
Computed, not measured: a molecular structure, H2KO, with ωB97M-V with the def2-TZVPD basis set.

Max |F|   0.98 eV/Å
E_HOMO   -15.999 eV
Net charge   +1
Electronic energy   -676.17884 Ha
ΔE to the lowest compared entry with this formula, charge and spin   3.1 kcal per mole
LUMO energy   -4.323 eV

Atoms and positions in Å:
O -0.42620 0.25389 0.28674
H -0.10346 0.98160 0.86512
H -1.04526 0.69159 -0.34051
K 1.57491 -1.92709 -0.81135

=====

Entry 5:
Computed, not measured: a molecular structure, H2Li4O17S4 at a distorted geometry, with ωB97M-V with the def2-TZVPD basis set.

Max |F|   4.97 eV/Å
E_HOMO   4.426 eV
Net charge   -4
Electronic energy   -2903.33149 Ha
ΔE to the lowest compared entry with this formula, charge and spin   0.0 kcal per mole
LUMO energy   7.119 eV

Atoms and positions in Å:
Li -12.19235 14.22743 6.88096
Li -9.29355 13.33364 5.01251
Li -9.41057 14.99284 7.29623
Li -8.58145 17.79104 7.63414
S -8.56361 16.48931 4.79499
O -8.84214 15.22966 5.50776
O -8.69297 17.66390 5.70654
O -7.20402 16.51129 4.22191
O -9.46585 16.67221 3.67054
S -6.51480 16.16271 8.15088
O -5.72461 15.70611 6.96246
O -6.54068 17.61273 8.21680
O -7.94385 15.85488 7.98182
O -5.99346 15.64720 9.41322
S -11.50600 17.12072 7.26678
O -11.59724 17.29613 5.84395
O -11.07802 15.78209 7.65721
O -10.56218 18.14332 7.71661
O -12.83636 17.32694 7.79653
S -10.70970 12.56347 7.78939
O -10.37474 11.18842 7.49647
O -12.12254 12.70807 8.10318
O -9.94244 13.12921 8.86710
O -10.44807 13.46294 6.63451
O -11.03715 15.37337 10.22060
H -10.51486 14.58154 10.09235
H -11.00111 15.82392 9.37685

=====

Entry 6:
Computed, not measured: 2 unconnected molecules or ions with the total composition H2N2O2 at a distorted geometry, with ωB97M-V with the def2-TZVPD basis set.

Max |F|   2.70 eV/Å
E_HOMO (alpha / beta)   3.313 / 3.389 eV
Net charge   -2
Electronic energy   -260.86799 Ha
ΔE to the lowest compared entry with this formula, charge and spin   98.4 kcal per mole
LUMO energy (alpha / beta)   8.314 / 8.350 eV

Atoms and positions in Å:
N -1.10956 -0.24582 0.00910
N 1.45679 -0.40230 0.21734
O -2.29424 0.00481 -0.56639
O 2.44475 0.11308 -0.53578
H -1.02222 0.42264 0.75189
H 0.52448 0.10760 0.12384